(w)
19
Properties=species:S:1:pos:R:3 method="wB97M-V/def2-TZVPD" spin_multiplicity=2 homo_ev="-13.0 / -12.9" gap_ha="0.3708 / 0.1839" total_charge=+1 lumo_ev="-2.88 / -7.95"
C 0.552 0.337 -1.238
N 0.144 -0.192 0.086
C 0.300 0.713 1.203
C -0.197 0.029 2.506
S 0.347 1.029 3.913
C -0.506 -0.121 -2.228
N -0.877 -1.519 -2.223
H 0.565 1.423 -1.202
H 1.584 0.071 -1.477
H -0.729 -0.721 -0.030
H -0.263 1.647 1.152
H 1.382 0.873 1.219
H -1.276 -0.009 2.338
H 0.104 -0.999 2.685
H 1.624 0.631 3.858
H -1.391 0.508 -2.120
H -0.039 0.179 -3.181
H -1.274 -1.785 -3.112
H -0.052 -2.094 -2.149

(x)
19
Properties=species:S:1:pos:R:3 method="wB97M-V/def2-TZVPD" spin_multiplicity=2 homo_ev="-12.3 / -11.9" gap_ha="0.3138 / 0.1038" total_charge=+1 lumo_ev="-3.76 / -9.09"
C -0.731 0.143 0.591
N 0.316 1.124 0.428
C 1.362 1.115 1.475
N 2.509 0.268 1.202
C -1.596 0.015 -0.649
C -0.911 -0.682 -1.855
S -1.550 -2.389 -2.047
H -0.391 -0.809 1.022
H -1.416 0.578 1.335
H 0.714 1.293 -0.486
H 0.852 0.956 2.418
H 1.780 2.124 1.399
H 2.595 -0.550 1.778
H 2.755 0.206 0.222
H -2.563 -0.423 -0.369
H -1.904 1.002 -1.015
H -1.125 -0.096 -2.743
H 0.143 -0.864 -1.637
H -0.838 -3.012 -1.069

What should be chosen as the most stable of them? Choose (w).

(w)
13
Properties=species:S:1:pos:R:3 method="wB97M-V/def2-TZVPD" homo_ev=-9.0 gap_ha=0.3640 lumo_ev=0.93 smiles=[H][H].C1CS1.N
H 2.520 -3.537 1.659
H 2.065 -3.703 2.224
C -0.116 -0.506 0.296
C -0.320 0.584 1.326
S 1.204 0.665 0.372
H -0.951 -0.728 -0.364
H 0.152 -1.417 0.825
H -0.945 1.410 1.036
H -0.601 0.188 2.291
N -0.979 1.746 -2.189
H -1.171 1.365 -3.116
H -0.700 2.685 -2.482
H -0.159 1.248 -1.879

(x)
13
Properties=species:S:1:pos:R:3 method="wB97M-V/def2-TZVPD" homo_ev=-8.9 gap_ha=0.3639 lumo_ev=0.97 smiles=[H][H].C1CS1.N
H -0.750 -1.073 -1.747
H -0.411 -1.625 -2.090
C -0.184 -0.859 1.443
C -1.233 0.165 1.558
S 0.483 0.807 1.630
H -0.221 -1.533 0.594
H 0.030 -1.450 2.325
H -1.678 0.524 0.639
H -1.740 0.468 2.462
N 1.186 1.265 -1.811
H 1.070 0.791 -0.916
H 1.521 0.616 -2.512
H 1.926 1.903 -1.575

What should be chosen as the most stable of them? Choose (x).

(w)
13
Properties=species:S:1:pos:R:3 method="wB97M-V/def2-TZVPD" homo_ev=-8.6 gap_ha=0.3531 lumo_ev=0.97 smiles=CSC.N
C -0.546 -0.735 -0.910
S 0.570 0.650 -0.475
C 2.179 -0.267 -0.495
H -0.847 -0.709 -1.957
H -0.013 -1.663 -0.674
H -1.501 -0.849 -0.383
H 2.896 0.538 -0.343
H 2.407 -0.835 -1.394
H 2.115 -1.046 0.268
N -2.351 -0.041 2.148
H -3.234 -0.551 2.151
H -2.571 0.925 2.339
H -1.989 -0.221 1.223

(x)
13
Properties=species:S:1:pos:R:3 method="wB97M-V/def2-TZVPD" homo_ev=-8.6 gap_ha=0.3513 lumo_ev=0.96 smiles=CCN.S
C -0.108 -0.169 1.436
C 0.383 1.146 0.845
N -0.319 1.471 -0.383
H -0.745 -0.706 0.736
H -0.695 -0.063 2.338
H 0.718 -0.836 1.689
H 1.447 1.062 0.616
H 0.273 1.955 1.574
H -1.210 1.060 -0.597
H -0.253 2.387 -0.791
S 0.718 -2.499 -2.238
H 0.193 -1.581 -3.058
H -0.402 -3.227 -2.169

What should be chosen as the most stable of them? Choose (w).

(w)
13
Properties=species:S:1:pos:R:3 method="wB97M-V/def2-TZVPD" homo_ev=-8.8 gap_ha=0.3589 lumo_ev=0.94 smiles=CCS.N
C 2.209 0.271 2.672
C 3.297 1.310 2.905
S 2.778 2.678 3.987
H 1.865 -0.147 3.633
H 2.596 -0.552 2.049
H 1.346 0.727 2.158
H 4.160 0.861 3.432
H 3.666 1.726 1.948
H 1.778 3.121 3.196
N -0.899 4.329 0.901
H -0.868 3.860 -0.010
H -0.896 5.338 0.717
H -1.808 4.106 1.320

(x)
13
Properties=species:S:1:pos:R:3 method="wB97M-V/def2-TZVPD" homo_ev=-8.8 gap_ha=0.3594 lumo_ev=0.97 smiles=CCN.S
C 0.805 0.598 1.082
C -0.340 1.048 0.199
N -1.146 -0.113 -0.200
H 1.355 1.461 1.457
H 0.448 0.036 1.951
H 1.502 -0.056 0.563
H -0.909 1.833 0.701
H 0.106 1.488 -0.695
H -1.965 0.165 -0.731
H -1.436 -0.606 0.635
S 0.636 -1.738 -2.224
H 1.010 -2.898 -1.657
H -0.067 -1.219 -1.082

What should be chosen as the most stable of them? Choose (w).

(w)
17
Properties=species:S:1:pos:R:3 method="wB97M-V/def2-TZVPD" homo_ev=-8.6 gap_ha=0.3424 lumo_ev=0.72 smiles=CSC.NCO
C -2.085 4.015 -1.743
S -1.316 3.399 -0.177
C 0.309 3.167 -0.844
H -2.124 3.270 -2.531
H -3.102 4.328 -1.513
H -1.551 4.930 -1.977
H 0.268 2.474 -1.694
H 1.019 2.743 -0.145
H 0.776 4.024 -1.346
N 0.685 -5.114 0.198
C 1.231 -4.763 1.447
O 2.376 -3.918 1.489
H 0.898 -5.962 -0.275
H -0.007 -4.504 -0.204
H 1.601 -5.655 1.942
H 0.450 -4.390 2.117
H 2.188 -2.985 1.295

(x)
17
Properties=species:S:1:pos:R:3 method="wB97M-V/def2-TZVPD" homo_ev=-8.8 gap_ha=0.3545 lumo_ev=0.80 smiles=CNCCS.O
C 0.113 1.564 -1.101
N 0.532 0.345 -0.329
C -0.056 -0.912 -0.816
C 0.382 -1.986 0.196
S -0.350 -1.960 1.899
H -0.753 2.050 -0.653
H -0.268 1.220 -2.071
H 0.988 2.191 -1.217
H 1.527 0.315 -0.518
H -1.133 -0.790 -0.858
H 0.385 -1.207 -1.771
H 0.078 -2.984 -0.099
H 1.455 -1.905 0.338
H -0.253 -0.680 2.341
O -0.935 1.692 1.940
H -1.591 1.536 1.278
H -0.123 1.511 1.440

(y)
17
Properties=species:S:1:pos:R:3 method="wB97M-V/def2-TZVPD" homo_ev=-9.1 gap_ha=0.3114 lumo_ev=-0.59
C -1.087 -1.395 0.021
C -0.217 -0.062 -0.143
C -0.356 0.680 -1.492
S 0.628 2.183 -1.500
N -0.955 -2.122 1.248
H -0.907 -2.022 -0.842
H -2.215 -1.129 -0.137
H -0.355 0.483 0.811
H 0.782 -0.434 -0.346
H -1.414 0.796 -1.751
H 0.110 0.036 -2.236
H 0.168 2.304 0.355
H -1.460 -1.637 1.990
H 0.020 -2.272 1.522
H 2.118 1.636 0.102
H 2.801 1.793 1.481
O 2.341 1.162 0.919

What should be chosen as the most stable of them? Choose (x).

(w)
17
Properties=species:S:1:pos:R:3 method="wB97M-V/def2-TZVPD" homo_ev=-9.0 gap_ha=0.3539 lumo_ev=0.62 smiles=NCCCS.O
N 2.510 -0.472 1.277
C 1.305 0.292 0.973
C -0.028 -0.358 0.364
C -1.144 0.587 0.188
S -2.836 -0.002 -0.327
H 3.414 -0.171 0.866
H 2.335 -1.450 0.963
H 1.067 0.699 1.898
H 1.632 1.142 0.443
H 0.259 -1.018 -0.498
H -0.296 -1.190 1.142
H -0.782 1.312 -0.459
H -1.465 1.003 1.089
H -2.499 -1.271 -0.477
O 2.292 0.008 -1.763
H 3.011 0.237 -2.367
H 2.002 0.854 -1.354

(x)
17
Properties=species:S:1:pos:R:3 method="wB97M-V/def2-TZVPD" homo_ev=-8.9 gap_ha=0.3600 lumo_ev=0.86 smiles=C[C@H](N)CS.O
C -1.119 1.290 0.782
C 0.186 0.499 0.667
N 0.810 0.785 -0.626
C -0.085 -0.990 0.872
S 1.366 -1.956 1.398
H -1.559 1.131 1.763
H -0.906 2.362 0.746
H -1.791 1.042 -0.042
H 0.797 0.846 1.507
H 1.814 0.735 -0.597
H 0.585 1.732 -0.907
H -0.485 -1.432 -0.023
H -0.798 -1.107 1.679
H 2.105 -1.722 0.310
O -0.145 -1.418 -2.413
H -0.794 -1.259 -3.106
H 0.020 -0.536 -2.010

What should be chosen as the most stable of them? Choose (x).